14
Properties=species:S:1:pos:R:3:forces:R:3:lowdin_charge:R:1 method="wB97M-V/def2-TZVPD" homo_lumo_gap_ev=10.076 multiplicity=1 relative_energy_kj_mol=299.07
C -1.986 -0.341 0.508 -0.205 -0.062 0.035 -0.032
C 0.105 -1.125 -1.033 0.667 -0.044 -0.302 -0.144
O 0.201 0.114 -1.482 0.076 -0.251 -0.151 -0.067
C 1.035 0.948 -0.643 0.175 0.170 0.125 -0.130
C 1.563 -0.041 0.383 0.179 0.208 0.056 -0.126
O 0.832 -1.249 0.065 0.042 -0.159 -0.271 -0.069
H -2.328 -0.955 1.340 -0.169 0.159 0.019 0.035
H -2.804 0.211 0.045 -0.085 -0.029 0.204 0.035
H -1.241 0.376 0.882 -0.161 -0.313 -0.209 0.025
H -1.572 -1.021 -0.253 -0.487 0.399 0.543 -0.019
H 1.801 1.382 -1.285 -0.021 -0.002 0.138 0.124
H 0.418 1.740 -0.211 0.056 -0.134 -0.092 0.120
H 1.355 0.237 1.417 -0.014 -0.074 -0.138 0.124
H 2.622 -0.277 0.267 -0.054 0.132 0.042 0.124

---

14
Properties=species:S:1:pos:R:3:forces:R:3:lowdin_charge:R:1 method="wB97M-V/def2-TZVPD" homo_lumo_gap_ev=9.616 multiplicity=1 relative_energy_kj_mol=360.81
C -1.407 -1.170 0.329 0.382 -0.030 -0.106 -0.071
C -0.582 0.052 0.663 0.746 0.035 -0.470 -0.128
C 1.244 0.065 -0.214 -0.049 -1.065 0.605 -0.104
O 2.101 1.193 -0.243 -0.310 -0.334 0.342 -0.074
C -0.522 1.093 -0.320 -1.428 0.811 -0.115 -0.446
O -0.977 0.970 -1.448 -0.092 0.576 -0.203 -0.015
H -2.490 -0.947 0.322 0.490 0.305 0.078 0.098
H -1.264 -1.989 1.040 0.158 0.103 -0.231 0.075
H -1.176 -1.467 -0.694 -0.022 -0.255 0.058 0.079
H -0.606 0.334 1.730 0.870 0.009 -0.595 0.134
H 1.603 -0.689 0.456 0.542 -0.574 0.194 0.091
H 1.083 -0.294 -1.242 -0.497 -0.056 0.627 0.124
H 2.997 0.861 -0.442 -0.528 0.160 0.229 0.106
H -0.002 1.988 0.063 -0.262 0.315 -0.412 0.130

---

14
Properties=species:S:1:pos:R:3:forces:R:3:lowdin_charge:R:1 method="wB97M-V/def2-TZVPD" homo_lumo_gap_ev=8.777 multiplicity=1 relative_energy_kj_mol=546.55
C 1.378 -0.278 -0.253 0.359 -0.092 -1.455 -0.141
C 0.494 -0.027 0.951 -0.318 -0.517 -1.294 -0.228
C -0.787 0.701 0.639 -0.357 -0.205 0.076 -0.303
O -0.941 1.545 -0.468 0.153 0.188 -0.015 -0.012
C -0.695 -0.755 0.362 -1.762 -0.448 -1.433 -0.060
O -0.779 -1.068 -1.337 -0.859 0.463 2.868 -0.079
H 2.037 -1.118 -0.014 0.172 0.307 -0.090 0.057
H 0.445 -0.781 -1.242 2.955 1.192 1.685 0.109
H 1.916 0.598 -0.607 0.433 0.015 0.086 0.038
H 0.813 -0.045 2.023 -0.334 -0.496 -1.089 0.149
H -1.424 0.975 1.479 0.173 0.000 -0.058 0.148
H -0.132 2.062 -0.578 -0.111 -0.120 0.011 0.111
H -1.230 -1.611 0.713 -0.501 0.046 0.360 0.127
H -1.096 -0.199 -1.669 -0.003 -0.333 0.349 0.086

---

14
Properties=species:S:1:pos:R:3:forces:R:3:lowdin_charge:R:1 method="wB97M-V/def2-TZVPD" homo_lumo_gap_ev=10.896 smiles="CC(=O)O.C=C" multiplicity=1 relative_energy_kj_mol=96.12
C -0.250 2.691 -0.195 -0.047 0.084 0.029 0.008
C -0.290 1.190 -0.210 -0.376 0.109 -0.217 -0.573
O -1.227 0.545 -0.626 0.345 0.314 0.154 0.068
O 0.834 0.638 0.267 -0.099 -0.160 0.005 0.087
H -1.270 3.062 -0.292 0.169 0.013 0.006 0.087
H 0.342 3.039 -1.047 -0.052 -0.040 0.111 0.093
H 0.216 3.059 0.720 -0.042 -0.031 -0.120 0.086
H 0.698 -0.333 0.249 0.032 0.151 -0.015 0.066
C 0.338 -2.486 0.525 -0.123 -0.091 -0.109 -0.089
C -0.575 -2.136 -0.379 0.122 -0.171 0.125 -0.085
H 0.086 -2.572 1.579 0.031 -0.017 -0.145 0.059
H 1.366 -2.705 0.246 -0.127 0.020 0.020 0.059
H -0.332 -2.023 -1.433 -0.006 -0.090 0.163 0.070
H -1.599 -1.904 -0.106 0.171 -0.090 -0.006 0.062

---

14
Properties=species:S:1:pos:R:3:forces:R:3:lowdin_charge:R:1 method="wB97M-V/def2-TZVPD" homo_lumo_gap_ev=11.066 smiles=C[C@@]1(CO)CO1 multiplicity=1 relative_energy_kj_mol=189.29
C 0.829 -0.142 1.428 -0.026 0.025 0.042 -0.009
C -0.026 -0.128 0.178 0.186 0.168 -0.037 -0.479
C -0.268 1.223 -0.475 0.180 0.044 0.237 -0.196
O -0.687 1.128 -1.816 -0.266 -0.088 -0.029 -0.054
C -0.101 -1.349 -0.618 0.209 -0.162 -0.222 -0.091
O -1.216 -0.927 0.167 -0.149 -0.040 0.125 -0.026
H 0.889 0.842 1.903 -0.113 -0.106 -0.029 0.081
H 1.847 -0.450 1.167 -0.135 0.108 0.081 0.088
H 0.431 -0.858 2.153 0.026 0.086 -0.115 0.092
H 0.644 1.828 -0.467 -0.035 -0.143 -0.033 0.130
H -1.022 1.753 0.131 0.178 -0.086 -0.026 0.136
H -1.502 0.608 -1.810 0.042 0.122 -0.065 0.092
H 0.400 -2.242 -0.244 -0.049 0.127 -0.068 0.121
H -0.218 -1.285 -1.697 -0.049 -0.055 0.140 0.114

---

14
Properties=species:S:1:pos:R:3:forces:R:3:lowdin_charge:R:1 method="wB97M-V/def2-TZVPD" homo_lumo_gap_ev=9.689 smiles=C[C@@]1(O)C[C@H]1O multiplicity=1 relative_energy_kj_mol=208.98
C -1.048 0.265 -1.139 -0.134 -0.063 -0.072 0.000
C -0.216 0.485 0.077 -0.058 -0.231 -0.285 -0.528
O -0.208 1.839 0.463 0.133 0.065 0.088 0.012
C 0.016 -0.517 1.169 -0.102 -0.078 0.172 -0.009
C 1.106 -0.231 0.174 -0.162 0.448 -0.156 -0.293
O 1.531 -1.257 -0.676 -0.263 0.022 -0.161 -0.005
H -2.114 0.185 -0.925 0.005 0.007 -0.074 0.085
H -0.688 -0.630 -1.653 -0.247 0.021 0.007 0.081
H -0.872 1.110 -1.812 -0.120 -0.099 0.069 0.095
H 0.124 1.914 1.367 -0.109 -0.026 -0.208 0.096
H 0.053 -0.213 2.211 0.069 0.078 -0.110 0.107
H -0.470 -1.480 1.027 0.096 0.057 0.053 0.116
H 1.848 0.542 0.279 0.660 -0.354 0.709 0.149
H 0.938 -2.012 -0.560 0.233 0.150 -0.031 0.092

---

14
Properties=species:S:1:pos:R:3:forces:R:3:lowdin_charge:R:1 method="wB97M-V/def2-TZVPD" homo_lumo_gap_ev=9.453 multiplicity=1 relative_energy_kj_mol=438.91
C -1.512 -0.079 0.947 -0.562 -0.860 -1.608 -0.041
C -0.388 -0.763 -0.662 -1.998 0.834 2.271 -0.290
O -0.126 0.369 -1.378 0.438 -0.341 -0.272 -0.051
C 1.058 0.942 -0.771 -0.061 0.203 -0.622 -0.122
C 1.309 -0.045 0.337 -1.381 -0.046 2.712 -0.174
O 0.666 -1.230 -0.017 1.066 -1.259 -2.177 -0.066
H -1.825 -1.032 1.381 -0.086 0.068 -0.100 0.019
H -2.249 0.263 0.229 -0.589 -0.007 0.227 0.009
H -1.519 0.672 1.776 0.933 -0.353 -0.841 0.036
H -0.913 -1.553 -1.203 -0.453 0.510 0.255 0.162
H 1.830 1.021 -1.543 -0.045 -0.057 0.121 0.123
H 0.823 1.939 -0.382 0.050 -0.211 -0.077 0.129
H 0.412 0.206 1.123 2.787 0.624 -0.347 0.130
H 2.319 -0.371 0.587 -0.098 0.894 0.459 0.138

---

14
Properties=species:S:1:pos:R:3:forces:R:3:lowdin_charge:R:1 method="wB97M-V/def2-TZVPD" homo_lumo_gap_ev=7.823 multiplicity=1 relative_energy_kj_mol=642.29
C 0.124 0.119 1.178 0.170 0.032 0.045 -0.156
C 0.901 -1.111 0.684 0.001 -0.065 0.228 -0.145
O 1.044 -0.863 -0.697 -0.051 0.059 -0.095 -0.080
C -0.116 -0.447 -1.300 0.169 -0.431 -0.018 -0.071
C -1.003 1.448 -0.780 -0.120 0.415 0.253 -0.061
O -0.838 0.214 0.156 -0.047 -0.060 -0.247 -0.277
H -0.361 -0.046 2.147 0.051 0.015 -0.151 0.133
H 0.755 1.015 1.210 -0.079 -0.145 -0.012 0.128
H 1.901 -1.214 1.112 -0.181 0.017 -0.055 0.132
H 0.317 -2.024 0.865 0.087 0.127 -0.031 0.132
H -0.921 -1.173 -1.423 0.094 0.110 0.039 0.130
H 0.176 0.052 -2.216 -0.102 0.042 0.178 0.099
H -1.874 1.980 -0.371 0.138 -0.050 -0.055 0.011
H -0.105 2.052 -0.564 -0.131 -0.068 -0.078 0.024

---

14
Properties=species:S:1:pos:R:3:forces:R:3:lowdin_charge:R:1 method="wB97M-V/def2-TZVPD" homo_lumo_gap_ev=9.024 multiplicity=1 relative_energy_kj_mol=586.54
O -1.115 -1.163 -0.868 -1.672 -2.518 -2.536 -0.187
C 0.257 -1.540 -0.451 -2.980 1.311 0.614 -0.034
C -0.238 0.132 0.360 2.179 -0.515 0.660 -0.467
O -1.414 0.348 1.076 0.533 -0.791 -0.444 0.046
C 0.392 1.286 -0.328 0.237 -0.058 -0.199 -0.064
C 0.925 0.715 0.995 0.680 0.434 0.486 -0.088
H -0.928 -0.553 -1.590 -0.374 -0.124 -0.057 0.077
H 0.688 -2.076 -1.368 0.591 1.690 1.108 0.104
H 0.178 -2.362 0.278 -0.190 0.635 0.136 0.077
H -2.198 0.433 0.507 0.639 -0.316 -0.096 0.118
H -0.092 2.264 -0.283 -0.020 -0.412 0.045 0.110
H 0.974 1.099 -1.222 0.017 0.121 0.042 0.099
H 1.809 0.100 0.939 0.151 0.325 0.217 0.101
H 0.747 1.279 1.898 0.208 0.219 0.026 0.106

---

14
Properties=species:S:1:pos:R:3:forces:R:3:lowdin_charge:R:1 method="wB97M-V/def2-TZVPD" homo_lumo_gap_ev=10.342 smiles="C=COCC=O.[H][H]" multiplicity=1 relative_energy_kj_mol=294.50
C 0.324 0.679 1.630 0.032 0.016 -0.145 0.025
C 1.057 1.260 0.682 -0.147 0.066 0.186 -0.229
O 1.607 0.693 -0.426 -0.030 0.108 -0.016 -0.095
C 1.161 -0.602 -0.759 0.006 -0.194 0.003 -0.166
C -0.324 -0.630 -1.071 -0.129 -0.451 -0.063 -0.260
O -0.957 -1.657 -1.095 0.337 0.459 -0.005 0.014
H 0.100 -0.382 1.670 -0.018 0.141 -0.094 0.062
H -0.084 1.309 2.411 0.139 -0.120 -0.043 0.058
H 1.279 2.323 0.707 0.009 -0.155 -0.014 0.120
H 1.396 -1.355 0.004 -0.038 0.157 -0.033 0.136
H 1.692 -0.877 -1.677 -0.050 0.026 0.124 0.142
H -0.774 0.351 -1.333 0.014 -0.106 0.076 0.133
H -3.480 -0.308 -0.234 -0.002 -0.016 -0.016 0.043
H -2.998 -0.805 -0.511 -0.122 0.070 0.039 0.017

---

14
Properties=species:S:1:pos:R:3:forces:R:3:lowdin_charge:R:1 method="wB97M-V/def2-TZVPD" homo_lumo_gap_ev=10.298 smiles=CC1OCCO1 multiplicity=1 relative_energy_kj_mol=272.04
C -1.562 -0.187 0.493 -1.905 0.973 -0.669 -0.066
C -0.686 -0.737 -0.524 1.663 -0.962 1.469 -0.279
O -0.019 0.060 -1.384 0.268 -0.130 0.298 -0.050
C 0.872 0.850 -0.615 0.251 0.385 -0.113 -0.158
C 1.443 -0.089 0.473 0.313 0.191 -0.537 -0.241
O 0.479 -1.071 0.716 -0.416 -0.396 -2.021 -0.151
H -1.889 -1.018 1.126 -0.136 0.423 -0.119 0.105
H -2.358 0.174 -0.180 -0.742 0.384 0.991 0.100
H -1.101 0.607 1.083 -0.353 -0.164 -0.122 0.093
H -1.236 -1.493 -1.142 1.254 -0.267 0.855 0.168
H 1.638 1.208 -1.296 0.047 0.159 -0.005 0.124
H 0.323 1.703 -0.200 0.201 -0.098 0.062 0.118
H 1.732 0.558 1.329 -0.483 -0.610 0.012 0.125
H 2.365 -0.564 0.118 0.037 0.112 -0.102 0.111

---

14
Properties=species:S:1:pos:R:3:forces:R:3:lowdin_charge:R:1 method="wB97M-V/def2-TZVPD" homo_lumo_gap_ev=11.007 smiles=CCO[C@@H]1CO1 multiplicity=1 relative_energy_kj_mol=216.82
C 0.828 -2.038 -0.355 0.011 -0.050 -0.003 -0.073
C -0.116 -0.859 -0.251 -0.094 -0.064 -0.153 -0.259
O 0.427 -0.023 0.767 0.003 0.087 -0.031 -0.065
C 0.156 1.318 0.732 -0.044 0.066 0.377 -0.375
C -1.008 1.968 0.131 -0.335 0.015 0.009 -0.079
O 0.302 2.033 -0.466 0.043 0.096 -0.136 -0.010
H 0.924 -2.517 0.622 -0.018 -0.022 -0.081 0.078
H 1.816 -1.680 -0.652 -0.083 -0.091 -0.023 0.081
H 0.481 -2.781 -1.079 -0.002 0.136 0.072 0.077
H -0.175 -0.321 -1.205 0.045 -0.020 0.158 0.121
H -1.130 -1.173 0.036 0.157 0.051 -0.031 0.124
H 0.623 1.778 1.600 -0.017 -0.020 -0.102 0.158
H -1.387 2.899 0.561 0.159 -0.183 -0.167 0.111
H -1.740 1.397 -0.440 0.175 -0.001 0.113 0.110

---

no.,LUMO (Eh),molecular weight (g mol⁻¹)
1,0.030,88.1
2,0.026,88.1
3,0.022,88.1
4,0.035,88.1
5,0.035,88.1
6,0.031,88.1
7,0.036,88.1
8,0.030,88.1
9,0.028,88.1
10,0.034,88.1
11,0.037,88.1
12,0.040,88.1